No. 1
The following is a DFT calculation (ωB97M-V/def2-TZVPD) of the molecule C6H14O.

Positions of all 21 atoms, in Å:
C 1.383 1.168 -2.182
C 1.488 1.803 -0.796
C 1.214 0.795 0.327
C -0.288 0.557 0.575
C -0.633 -0.912 0.758
O -1.971 -1.013 1.182
C -2.398 -2.343 1.301
H 1.474 1.911 -2.981
H 0.424 0.653 -2.316
H 2.173 0.423 -2.329
H 2.486 2.242 -0.677
H 0.780 2.637 -0.709
H 1.707 -0.153 0.063
H 1.690 1.125 1.258
H -0.884 0.947 -0.260
H -0.623 1.097 1.468
H -0.489 -1.452 -0.196
H 0.038 -1.381 1.500
H -2.428 -2.850 0.323
H -3.405 -2.329 1.724
H -1.740 -2.924 1.968

The total energy comes out at -312.22449 hartree. As for the SMILES: CCCCCOC. The HOMO-LUMO gap is 10.95 eV. As for the largest force on an atom: 0.006 hartree/bohr. The calculation puts the relative energy (zero: lowest compared OMol25 entry of this formula, charge and spin) at 80.21 kJ/mol.



No. 2
The following is a DFT calculation (ωB97M-V/def2-TZVPD) of the ion C4H3BrN with charge +1 at a distorted geometry.

Positions of all 9 atoms, in Å:
C 0.894 -0.107 -0.195
C -0.114 0.857 0.306
C 0.310 -1.456 -0.131
C -1.350 0.773 0.257
N -0.054 -2.531 -0.059
Br -3.068 0.519 0.112
H 0.968 0.254 -1.156
H 0.470 1.759 0.527
H 1.944 -0.068 0.339

The total energy comes out at -2782.55233 hartree. Its charge is +1. The HOMO-LUMO gap is 8.56 eV. As for the largest force on an atom: 0.071 hartree/bohr. The calculation puts the relative energy (zero: lowest compared OMol25 entry of this formula, charge and spin) at 83.98 kJ/mol.



No. 3
The following is a DFT calculation (ωB97M-V/def2-TZVPD) of the molecule C5H8O.

Positions of all 14 atoms, in Å:
C 0.682 0.407 1.925
O -0.126 1.471 1.477
C -0.055 1.740 0.093
C -0.303 0.537 -0.722
C -0.437 -0.555 -1.215
C -0.601 -1.897 -1.766
H 1.756 0.613 1.791
H 0.469 0.290 2.989
H 0.444 -0.532 1.409
H -0.814 2.509 -0.086
H 0.923 2.175 -0.176
H -1.247 -2.491 -1.113
H -1.055 -1.861 -2.759
H 0.365 -2.405 -1.846

The total energy comes out at -270.46722 hartree. As for the SMILES: CC#CCOC. The HOMO-LUMO gap is 10.55 eV. As for the largest force on an atom: 0.012 hartree/bohr. The calculation puts the relative energy (zero: lowest compared OMol25 entry of this formula, charge and spin) at 238.07 kJ/mol.



No. 4
The following is a DFT calculation (ωB97M-V/def2-TZVPD) of a structure of composition H3NP2S at a distorted geometry.

Positions of all 7 atoms, in Å:
N -0.052 0.837 0.100
P 1.494 0.020 -0.208
P -1.193 -0.420 0.232
S 0.422 -1.696 0.482
H -0.141 1.498 -0.636
H 0.997 -0.041 -1.571
H -1.527 -0.198 1.600

The total energy comes out at -1137.42637 hartree. The HOMO-LUMO gap is 8.08 eV. As for the largest force on an atom: 0.034 hartree/bohr. The calculation puts the relative energy (zero: lowest compared OMol25 entry of this formula, charge and spin) at 80.12 kJ/mol.



No. 5
The following is a DFT calculation (ωB97M-V/def2-TZVPD) of a cluster of 9 separate species, C34H62F2O20 in total at a distorted geometry.

Positions of all 118 atoms, in Å:
C 1.404 0.768 0.857
C 0.073 0.589 1.616
O -0.831 0.587 0.557
C -0.315 1.318 -0.491
O -0.955 1.672 -1.416
O 0.993 1.526 -0.284
F -0.102 1.694 2.426
H 1.915 -0.159 0.626
H 2.014 1.445 1.453
H 0.120 -0.308 2.222
C 4.404 1.332 -4.372
C 2.986 0.846 -4.708
O 2.645 0.051 -3.594
C 3.380 0.448 -2.524
O 3.184 0.143 -1.401
O 4.423 1.208 -2.927
F 3.041 0.023 -5.801
H 4.487 2.397 -4.571
H 5.181 0.687 -4.764
H 2.213 1.587 -4.891
O 1.731 4.774 -1.210
C 2.921 4.630 -1.060
O 3.507 4.379 0.112
C 2.761 4.633 1.295
C 3.170 5.915 1.965
C 3.856 4.476 -2.228
H 2.985 3.798 1.961
H 1.688 4.605 1.102
H 2.741 6.839 1.579
H 4.259 6.036 1.971
H 2.953 5.891 3.037
H 4.882 4.776 -1.995
H 3.487 5.029 -3.081
H 3.975 3.393 -2.326
O -5.469 2.462 3.370
C -5.474 2.233 2.189
O -4.762 1.299 1.562
C -3.773 0.584 2.292
C -4.332 -0.542 3.121
C -6.328 3.015 1.213
H -3.312 1.269 3.011
H -3.011 0.203 1.622
H -4.744 -1.380 2.553
H -5.086 -0.167 3.814
H -3.526 -1.001 3.701
H -7.213 3.347 1.746
H -6.620 2.385 0.373
H -5.774 3.853 0.792
O 3.819 -5.282 -1.503
C 2.735 -5.346 -2.030
O 1.579 -5.201 -1.378
C 1.620 -4.867 0.027
C 2.197 -3.496 0.246
C 2.525 -5.585 -3.497
H 2.209 -5.647 0.518
H 0.598 -5.030 0.366
H 2.000 -3.150 1.267
H 1.826 -2.719 -0.423
H 3.280 -3.536 0.151
H 2.218 -6.623 -3.648
H 3.456 -5.456 -4.039
H 1.747 -4.936 -3.895
O -2.517 0.031 -5.501
C -1.904 -0.959 -5.801
O -1.198 -1.701 -4.959
C -1.289 -1.525 -3.541
C 0.078 -1.778 -2.925
C -1.838 -1.494 -7.208
H -2.013 -2.262 -3.180
H -1.724 -0.561 -3.272
H 0.864 -1.495 -3.618
H 0.171 -2.800 -2.568
H 0.250 -1.078 -2.101
H -2.129 -0.742 -7.935
H -2.614 -2.263 -7.294
H -0.869 -1.920 -7.452
O -1.538 -2.070 1.498
C -1.810 -3.163 1.079
O -1.718 -4.299 1.791
C -1.629 -4.131 3.209
C -2.973 -4.236 3.897
C -2.161 -3.361 -0.359
H -1.026 -3.281 3.517
H -1.001 -4.966 3.540
H -2.902 -3.841 4.911
H -3.331 -5.261 3.886
H -3.704 -3.585 3.412
H -1.233 -3.303 -0.931
H -2.802 -2.543 -0.684
H -2.655 -4.298 -0.608
O 2.388 -1.481 3.683
C 2.385 -2.220 4.631
O 3.460 -2.889 5.061
C 4.621 -2.889 4.223
C 5.871 -2.886 5.072
C 1.197 -2.416 5.523
H 4.724 -2.105 3.480
H 4.581 -3.866 3.731
H 5.878 -2.024 5.748
H 6.765 -2.836 4.453
H 5.959 -3.754 5.727
H 0.281 -2.446 4.939
H 1.219 -1.607 6.255
H 1.126 -3.330 6.116
O -3.982 4.434 -2.876
C -4.103 5.362 -2.117
O -3.723 5.346 -0.830
C -2.929 4.230 -0.384
C -2.824 4.335 1.120
C -4.781 6.668 -2.458
H -1.917 4.273 -0.793
H -3.370 3.286 -0.697
H -3.799 4.374 1.606
H -2.249 5.189 1.473
H -2.330 3.424 1.472
H -5.835 6.624 -2.194
H -4.683 6.911 -3.512
H -4.274 7.464 -1.911

The total energy comes out at -3037.34745 hartree. As for the SMILES: O=C1OC[C@@H](F)O1.O=C1OC[C@@H](F)O1.CCOC(C)=O.CCOC(C)=O.CCOC(C)=O.CCOC(C)=O.CCOC(C)=O.CCOC(C)=O.CCOC(C)=O. The HOMO-LUMO gap is 10.17 eV. As for the largest force on an atom: 0.045 hartree/bohr.



No. 6
The following is a DFT calculation (ωB97M-V/def2-TZVPD) of a structure of composition C24H22N9O2ReS at a distorted geometry.

Positions of all 59 atoms, in Å:
Re 5.855 6.000 12.869
N 9.034 8.665 13.488
C 8.819 9.682 14.446
C 9.693 10.749 14.685
C 9.471 11.775 15.597
C 8.258 11.762 16.330
C 7.376 10.715 16.170
C 7.703 9.639 15.291
S 6.488 8.455 15.185
N 7.085 7.427 13.936
C 8.218 7.629 13.231
C 8.491 6.729 12.155
C 9.768 6.718 11.551
C 9.818 6.266 10.275
C 8.608 5.928 9.584
C 7.479 5.650 10.318
N 7.385 6.066 11.631
H 9.714 8.881 12.772
H 10.678 10.755 14.166
H 10.240 12.499 15.782
H 8.022 12.613 16.952
H 6.380 10.677 16.691
H 10.648 7.057 12.086
H 10.781 6.327 9.761
H 8.595 5.851 8.509
H 6.539 5.297 9.823
N 4.259 6.262 14.398
N 3.793 7.645 14.453
C 3.940 8.446 13.384
N 3.566 9.738 13.447
N 4.737 7.902 12.472
N 5.056 8.559 11.157
O 5.765 7.916 10.411
O 4.514 9.644 10.935
H 3.478 5.648 14.140
H 4.418 5.931 15.403
H 3.265 8.022 15.268
H 2.632 9.895 13.867
H 3.748 10.220 12.521
C 8.216 3.515 15.377
C 7.936 2.269 14.764
C 6.900 2.174 13.833
C 6.141 3.297 13.514
N 6.501 4.526 14.066
C 7.459 4.597 15.051
C 4.948 3.359 12.592
C 4.244 2.232 12.150
C 3.351 2.379 11.057
C 3.193 3.615 10.423
C 3.894 4.758 10.799
C 4.755 4.639 11.936
H 8.970 3.463 16.170
H 8.470 1.364 15.031
H 6.636 1.193 13.419
H 7.450 5.457 15.694
H 4.479 1.257 12.566
H 2.825 1.439 10.681
H 2.491 3.677 9.582
H 3.893 5.676 10.159

The total energy comes out at -2046.41128 hartree. Its spin multiplicity is 4. Its charge is +3. The HOMO-LUMO gap (alpha / beta) is 5.91 / 4.96 eV. As for the largest force on an atom: 0.094 hartree/bohr. The calculation puts the relative energy (zero: lowest compared OMol25 entry of this formula, charge and spin) at 6.03 kJ/mol.



No. 7
The following is a DFT calculation (ωB97M-V/def2-TZVPD) of the ion C3H6N3 with charge +1 at a distorted geometry.

Positions of all 12 atoms, in Å:
C -0.831 -0.994 -0.292
C -0.397 1.198 0.338
C 1.531 -0.293 -0.203
N -2.050 -0.498 -0.203
N -2.365 0.584 -0.020
N 0.041 -0.005 0.073
H -0.554 -2.130 -0.267
H 0.293 1.954 0.446
H -1.347 1.388 0.909
H 1.596 -0.864 -1.226
H 2.006 -1.022 0.574
H 2.076 0.680 -0.129

The total energy comes out at -281.75548 hartree. Its charge is +1. The HOMO-LUMO gap is 8.82 eV. As for the largest force on an atom: 0.062 hartree/bohr. The calculation puts the relative energy (zero: lowest compared OMol25 entry of this formula, charge and spin) at 426.38 kJ/mol.